Entry from the Open Molecules 2025 dataset: a cluster of 9 separate species, C33H83BN2O14P2S in total in a non-equilibrium geometry (ωB97M-V with the def2-TZVPD basis set).

Computed properties:
HOMO, Ha: -0.27428
Structure (SMILES): CB(O)[N@+]1([PH2]=S)C[C@H](C(=O)[O-])N(P(C)O)C[C@H]1CC(=O)O.CC(C)O.CC(C)O.CC(C)O.CC(C)O.CC(C)O.CC(C)O.CC(C)O.CC(C)O

```
136
C33H83BN2O14P2S (ωB97M-V with the def2-TZVPD basis set)
C 0.655 6.026 1.753
B -0.894 5.916 1.330
O -1.678 7.143 1.313
N -1.618 4.627 0.872
P -3.345 4.941 1.365
S -3.487 5.263 3.304
C -1.171 3.491 1.740
C -0.181 2.430 1.096
C 0.601 1.567 2.206
O 0.885 0.333 1.978
O 0.959 2.069 3.453
N 0.702 3.141 0.118
P 2.058 2.133 -0.443
C 3.513 2.389 0.770
O 2.673 2.660 -1.963
C -0.235 3.446 -1.034
C -1.398 4.513 -0.602
C -2.675 4.299 -1.536
C -3.432 2.905 -1.431
O -4.598 2.864 -1.928
O -2.974 1.707 -0.814
H 1.363 6.041 0.838
H 0.998 5.287 2.563
H 0.791 7.074 2.232
H -1.881 7.440 2.228
H -3.958 5.962 0.576
H -3.999 3.659 1.172
H -2.125 2.909 2.052
H -0.704 3.819 2.748
H -0.766 1.644 0.473
H 3.397 1.625 1.628
H 3.474 3.443 1.216
H 4.534 2.242 0.285
H 2.992 3.597 -1.882
H -0.663 2.502 -1.517
H 0.431 3.950 -1.836
H -0.952 5.529 -0.950
H -3.467 5.140 -1.476
H -2.286 4.372 -2.626
H -3.273 1.789 0.130
C -8.764 3.420 -3.953
C -8.827 4.100 -2.594
C -7.996 5.373 -2.574
O -8.346 3.205 -1.594
H -7.737 3.135 -4.200
H -9.356 2.501 -3.950
H -9.143 4.077 -4.741
H -9.866 4.335 -2.348
H -6.941 5.155 -2.773
H -8.040 5.845 -1.588
H -8.351 6.089 -3.320
H -7.426 2.990 -1.803
C 1.231 -4.125 1.461
C 0.021 -3.666 0.663
C 0.415 -3.233 -0.741
O -0.603 -2.576 1.336
H 1.958 -3.315 1.570
H 0.935 -4.422 2.471
H 1.724 -4.973 0.978
H -0.712 -4.477 0.606
H 1.113 -2.391 -0.708
H -0.463 -2.894 -1.298
H 0.883 -4.054 -1.291
H 0.039 -1.852 1.392
C -3.294 -3.882 -3.818
C -2.667 -2.501 -3.719
C -3.553 -1.546 -2.934
O -2.453 -1.981 -5.030
H -4.256 -3.838 -4.341
H -2.652 -4.555 -4.394
H -3.455 -4.316 -2.828
H -1.689 -2.575 -3.235
H -4.523 -1.420 -3.426
H -3.095 -0.554 -2.880
H -3.721 -1.909 -1.917
H -3.313 -1.911 -5.466
C 4.701 -5.712 -0.588
C 4.982 -4.722 0.532
C 6.473 -4.601 0.803
O 4.316 -5.147 1.719
H 5.059 -6.712 -0.323
H 3.625 -5.797 -0.765
H 5.185 -5.404 -1.518
H 4.576 -3.742 0.266
H 6.892 -5.563 1.116
H 6.659 -3.895 1.617
H 7.010 -4.259 -0.085
H 4.668 -6.014 1.963
C 6.911 3.280 -2.194
C 5.696 3.733 -2.988
C 6.084 4.170 -4.392
O 5.065 4.820 -2.310
H 7.634 4.095 -2.086
H 6.619 2.980 -1.184
H 7.407 2.436 -2.680
H 4.969 2.919 -3.045
H 6.778 5.017 -4.360
H 5.203 4.505 -4.947
H 6.556 3.353 -4.944
H 5.701 5.547 -2.255
C -4.171 -4.302 0.436
C -5.543 -4.855 0.085
C -6.432 -3.783 -0.526
O -6.162 -5.371 1.261
H -4.250 -3.497 1.174
H -3.546 -5.080 0.885
H -3.662 -3.914 -0.450
H -5.435 -5.687 -0.617
H -6.590 -2.960 0.178
H -7.418 -4.191 -0.763
H -5.991 -3.379 -1.441
H -6.262 -4.643 1.889
C 1.839 -7.933 3.187
C 0.468 -8.489 2.837
C -0.424 -7.419 2.227
O -0.149 -9.006 4.014
H 1.758 -7.128 3.924
H 2.465 -8.710 3.634
H 2.345 -7.544 2.299
H 0.576 -9.321 2.135
H -0.583 -6.596 2.931
H -1.410 -7.829 1.991
H 0.016 -7.015 1.311
H -0.249 -8.278 4.642
C 6.283 3.978 3.764
C 5.687 2.592 3.958
C 6.465 1.794 4.992
O 5.697 1.894 2.714
H 7.316 3.912 3.406
H 5.721 4.536 3.010
H 6.274 4.546 4.699
H 4.643 2.682 4.271
H 7.504 1.653 4.676
H 6.033 0.798 5.112
H 6.461 2.297 5.963
H 6.617 1.809 2.427
```